No. 1
The following is a quantum chemistry calculation of a structure of composition C20H30F6NaO15P, from the Open Molecules 2025 dataset.

```
73
Properties=species:S:1:pos:R:3:forces:R:3
Na 0.812977 -3.846894 1.525673 -0.27 0.80 -0.47
P 0.227018 -0.950393 0.023212 -1.21 0.22 0.39
F 1.019204 -2.247290 -0.601411 0.75 0.57 -0.42
F -0.764433 -2.069943 0.636593 -1.17 -0.90 0.69
F 1.106462 -1.169096 1.397213 1.12 -0.01 -0.07
F -0.568683 0.189151 0.872538 -0.26 -0.21 -0.88
F 1.165099 0.164170 -0.600176 0.65 -0.69 0.28
F -0.733738 -0.865931 -1.274145 0.32 0.06 0.53
C -2.547609 2.564630 3.950403 -0.90 -0.08 -0.87
C -2.933813 2.282023 2.464011 1.03 -0.67 1.52
C -4.379078 1.966538 2.202532 -0.33 0.05 1.45
O -4.831269 3.027222 1.374636 -0.04 -0.18 0.00
C -3.851402 3.964588 1.284906 -0.06 0.01 -0.71
O -3.997763 5.049585 0.829859 0.00 -0.07 0.05
O -2.669381 3.463143 1.717087 -0.24 -0.06 -0.13
H -1.810548 3.358415 3.888556 0.35 -0.26 0.52
H -2.232506 1.668928 4.480250 0.46 0.08 -0.17
H -3.391075 2.930511 4.542125 -0.13 0.24 -0.31
H -2.378756 1.412626 2.105059 0.65 0.57 -0.28
H -4.886991 2.014071 3.171267 -0.43 0.01 -0.28
H -4.468204 0.940706 1.849153 -0.52 0.36 -0.84
C 4.272863 -2.910601 -1.070288 -0.31 -0.52 -0.26
C 5.584090 -2.954669 -1.854533 -0.72 1.89 0.35
C 6.644411 -3.867732 -1.279740 -0.95 -0.59 -0.38
O 7.004040 -4.646869 -2.412542 0.77 -0.65 0.10
C 6.173566 -4.457717 -3.458155 -0.03 1.58 0.66
O 6.228735 -5.018128 -4.487530 -0.09 -0.68 -0.65
O 5.328232 -3.413541 -3.178335 0.18 -1.11 0.13
H 3.487867 -2.424660 -1.647694 0.10 0.05 -0.10
H 4.279653 -2.423071 -0.094460 0.56 0.14 -0.08
H 3.953250 -3.944733 -0.902519 -0.07 -0.02 -0.04
H 5.967324 -1.941525 -1.992185 0.03 0.07 0.21
H 6.161432 -4.533470 -0.560710 0.35 -0.05 0.22
H 7.493487 -3.355370 -0.840313 0.15 -0.09 -0.16
C 0.736248 4.222417 -1.466550 -0.09 1.94 -0.65
C 0.235404 3.060322 -2.278643 2.07 -0.59 -0.39
C -0.987447 2.279885 -1.856112 0.30 1.84 -0.40
O -1.964874 2.835435 -2.769869 -0.30 -1.28 0.70
C -1.321334 3.149435 -3.900342 -0.96 1.38 -1.30
O -1.859717 3.314379 -4.959503 0.34 -0.36 0.53
O -0.034046 3.413689 -3.665761 0.41 -0.35 0.89
H 1.610798 4.659881 -1.960413 0.27 -0.55 0.04
H 1.013944 4.015764 -0.435662 -0.18 -0.41 -0.03
H 0.103843 5.118116 -1.491032 -0.62 -0.45 0.30
H 1.099741 2.391138 -2.324060 -0.17 -0.22 -0.09
H -1.210429 2.606233 -0.843274 -0.53 -0.72 0.10
H -0.798113 1.231503 -2.048906 -0.61 -0.16 0.34
C 0.760042 2.443135 2.708894 0.03 -0.71 -1.71
C 0.598045 1.307474 3.697575 2.25 1.37 -0.70
C 1.990574 0.649091 3.997779 -2.28 -0.18 0.90
O 2.405605 1.377448 5.147607 1.58 -0.34 -1.06
C 1.337996 1.828134 5.782748 -0.22 -0.10 2.17
O 1.363727 2.091026 6.955489 -0.43 0.37 -1.00
O 0.255715 1.846058 4.993864 -0.60 -0.89 -0.34
H 1.649676 3.065870 2.801072 -0.04 -0.04 0.56
H -0.097863 3.070046 2.471700 -0.18 -0.04 0.60
H 0.894345 1.879431 1.775785 0.21 0.30 -0.18
H 0.000122 0.522052 3.241505 -0.91 0.25 0.81
H 2.714318 0.584220 3.196166 0.10 0.37 0.06
H 1.684435 -0.336916 4.366246 0.70 -0.33 -0.21
C -2.235609 -3.484640 -3.870434 -0.37 0.65 1.14
C -2.780127 -3.155046 -2.464486 0.48 -0.11 0.08
C -3.850701 -2.060192 -2.384507 1.29 -0.28 0.68
O -4.820768 -2.630489 -1.517724 -0.69 0.20 -0.41
C -4.505306 -3.900805 -1.193220 0.17 0.36 -0.25
O -5.113869 -4.547280 -0.412146 -0.30 -0.50 0.31
O -3.400548 -4.299726 -1.848364 -0.30 -0.16 -0.25
H -2.645125 -4.445264 -4.171075 0.34 -0.12 -0.12
H -1.152114 -3.433650 -3.806854 0.05 -0.46 -0.40
H -2.568967 -2.725102 -4.576535 0.03 -0.02 -0.08
H -2.005206 -2.901865 -1.740680 0.37 0.13 -0.47
H -4.146163 -1.763546 -3.389058 -0.87 -0.02 0.26
H -3.420736 -1.232323 -1.821545 -0.15 0.36 -0.47
```
Positions in Å, forces in eV/Å.

Calculated values
Kohn-Sham gap (Eh): 0.2947
Relative energy (zero: lowest compared OMol25 entry of this formula, charge and spin) (kJ/mol): 135.8
LUMO (eV): -2.5199

---

No. 2
The following is a quantum chemistry calculation of a structure of composition C20H30FN9O3, from the Open Molecules 2025 dataset.

```
63
Properties=species:S:1:pos:R:3:forces:R:3
N -0.475425 -0.577265 -0.500826 -3.08 1.15 -7.15
C -0.986817 -1.945168 -0.751302 -0.22 0.82 0.61
C -2.597192 -2.064373 -0.801126 0.83 -1.21 -1.48
O -3.240788 -2.203988 0.493060 -0.94 2.28 0.37
C -4.401391 -1.384196 0.526443 0.64 -0.92 0.78
O -4.937454 -0.973121 1.544806 1.22 -1.38 -3.61
O -4.755990 -1.245844 -0.853876 0.74 1.08 1.66
C -3.470643 -0.918424 -1.491246 -1.84 -1.03 1.47
F -3.222624 0.388378 -0.954139 0.26 -1.80 -1.60
H -0.935005 -0.121488 0.287184 -0.42 0.12 -1.59
H -0.518746 0.015540 -1.362664 -0.82 -0.64 0.42
H -0.495727 -2.338982 -1.701945 -1.10 0.62 1.17
H -0.615876 -2.636499 0.098182 -0.68 1.08 -1.16
H -2.760533 -3.082441 -1.312227 -0.23 1.97 0.45
H -3.757218 -0.995245 -2.602405 1.30 0.70 1.62
C -6.653637 -1.419645 -4.751322 -0.35 0.04 0.05
C -5.206935 -1.470230 -4.968526 0.42 -0.01 -0.09
N -4.066457 -1.508762 -5.138821 -0.75 0.01 0.25
H -7.084399 -2.421145 -4.682828 0.24 0.02 -0.05
H -6.902396 -0.894693 -3.825884 0.25 -0.03 -0.05
H -7.163885 -0.901483 -5.566363 0.25 -0.04 -0.02
C -2.074281 -4.574649 -4.585849 -0.08 0.08 -0.36
C -1.733360 -4.550708 -3.162886 0.09 -0.19 -0.08
N -1.467159 -4.530849 -2.043412 -0.01 -0.49 -0.64
H -2.442858 -3.603131 -4.925894 0.01 -0.01 0.20
H -1.210300 -4.827700 -5.204615 0.03 0.00 0.26
H -2.852451 -5.310070 -4.801842 0.07 0.04 0.21
C 0.930826 -0.469200 3.694557 0.03 0.28 0.34
C 0.593202 -0.656687 2.280528 0.04 0.38 0.05
N 0.325112 -0.805220 1.160717 4.26 -2.72 8.61
H 0.401051 -1.180150 4.332860 -0.03 -0.04 -0.27
H 1.999846 -0.606561 3.875103 -0.08 -0.02 -0.19
H 0.670478 0.533961 4.041834 0.01 -0.03 -0.21
C 4.007816 2.020188 3.094623 0.24 -0.07 -0.50
C 4.316266 1.202313 4.269398 0.04 0.06 -0.09
N 4.561205 0.559914 5.193471 -0.08 0.24 -0.24
H 4.868720 2.108453 2.428948 0.05 -0.18 0.27
H 3.188866 1.595242 2.510747 0.02 -0.04 0.27
H 3.713127 3.029528 3.374754 0.20 -0.29 0.10
C 7.502607 3.479543 5.739335 0.07 0.01 0.37
C 7.169171 3.295851 4.325842 0.00 -0.02 0.01
N 6.905438 3.151432 3.215623 0.24 0.19 0.34
H 6.968324 2.767542 6.372917 -0.06 -0.04 -0.27
H 8.570506 3.339188 5.921346 -0.09 -0.02 -0.23
H 7.242818 4.482331 6.086137 -0.04 -0.06 -0.24
C 6.969959 5.316022 -0.235436 0.34 0.09 0.02
C 5.550087 4.953860 -0.213282 0.03 -0.02 0.02
N 4.435442 4.670118 -0.196233 0.37 0.12 0.03
H 7.109305 6.388054 -0.392868 -0.24 -0.09 -0.01
H 7.465238 5.058874 0.703895 -0.27 -0.10 -0.01
H 7.504904 4.799219 -1.035371 -0.25 -0.04 0.03
C 1.726173 5.535348 4.518593 0.07 0.32 0.14
C 1.568585 4.232310 3.869802 -0.21 0.03 -0.01
N 1.444615 3.208756 3.359971 -0.40 0.53 0.31
H 0.759448 5.984452 4.757018 0.01 -0.22 -0.11
H 2.285812 5.453348 5.453298 -0.05 -0.20 -0.12
H 2.262924 6.239780 3.878966 -0.05 -0.23 -0.09
C -6.407097 -5.893878 -5.286506 -0.17 -0.19 0.21
C -5.670182 -4.988309 -6.171577 0.01 0.01 -0.04
N -5.090934 -4.276919 -6.866432 -0.22 -0.27 0.26
H -6.467027 -5.500510 -4.268891 0.12 0.11 -0.15
H -7.430447 -6.051103 -5.634912 0.15 0.13 -0.12
H -5.929719 -6.874654 -5.227891 0.08 0.17 -0.13
```
Positions in Å, forces in eV/Å.

Calculated values
Kohn-Sham gap (Eh): 0.2473
Relative energy (zero: lowest compared OMol25 entry of this formula, charge and spin) (kJ/mol): 0.0
LUMO (eV): 0.3117

---

No. 3
The following is a quantum chemistry calculation of a structure of composition C20H30IN2O2OsSi, from the Open Molecules 2025 dataset.

```
57
Properties=species:S:1:pos:R:3:forces:R:3
Os -1.499891 0.048403 0.262988 0.72 0.15 0.42
I -1.161441 1.815345 2.162020 -0.23 0.23 -0.20
C -1.206215 3.458841 0.867279 0.06 -0.18 0.16
C -1.066481 4.751987 1.272428 0.02 0.07 -0.01
C -1.093765 5.764107 0.291554 -0.01 -0.01 0.00
C -1.247880 5.444231 -1.029830 0.00 -0.03 0.00
C -1.390777 4.098010 -1.440724 0.02 0.06 0.02
C -1.562617 3.741452 -2.804384 -0.01 -0.03 -0.01
C -1.731439 2.439560 -3.178372 0.05 -0.02 -0.01
C -1.744876 1.427250 -2.194836 -0.07 0.01 -0.15
C -1.547188 1.708315 -0.858752 -0.08 -0.68 0.02
C -1.372154 3.074110 -0.467666 -0.02 0.11 0.03
H -0.937827 5.010401 2.315040 0.00 -0.01 -0.01
H -0.990398 6.796097 0.597129 0.00 0.00 -0.01
H -1.266748 6.224506 -1.780010 0.00 -0.01 0.00
H -1.572002 4.528059 -3.549055 0.00 0.01 0.01
H -1.875139 2.181368 -4.218530 0.00 -0.01 0.00
H -1.921340 0.401862 -2.508755 -0.05 0.05 0.02
N -1.849367 -2.079168 -0.233382 -0.51 0.47 -0.35
N -3.255607 -2.259005 -0.088200 0.01 0.18 0.38
C -3.850101 -1.436124 0.911287 0.15 -0.21 -0.40
O -4.933653 -1.666125 1.349137 0.11 0.00 0.01
O -3.087895 -0.392536 1.266119 -0.17 -0.41 0.16
H -1.569141 -2.331718 -1.173347 0.00 -0.01 -0.15
H -1.321124 -2.661876 0.416274 0.05 -0.04 0.03
H -3.559358 -3.222413 -0.034793 -0.04 -0.02 0.01
C 1.795499 0.890424 0.489784 0.17 -0.10 0.14
Si 0.866356 -0.753435 0.486401 0.24 0.32 -0.19
C 1.212918 -1.757690 2.081285 -0.06 0.06 -0.13
C 1.006862 -0.896414 3.332752 -0.05 -0.01 -0.03
C 0.315191 -2.994015 2.202454 0.12 -0.03 0.04
C 2.684660 -2.202624 2.058735 -0.02 0.01 0.04
C 1.457693 -1.622202 -1.161108 -0.08 0.08 0.02
C 1.378177 -3.156385 -1.216366 -0.04 0.06 0.01
C 0.751075 -1.013977 -2.387655 0.12 0.02 0.07
C 2.946330 -1.254058 -1.343239 0.01 0.02 0.01
H 2.868896 0.698927 0.571684 -0.02 0.03 0.01
H 1.510755 1.536190 1.318259 0.05 -0.04 -0.06
H 1.636548 1.437545 -0.442145 -0.05 0.01 0.01
H -0.048823 -0.676074 3.499877 -0.08 0.05 -0.01
H 1.562160 0.042013 3.296533 0.02 0.00 -0.01
H 1.351858 -1.451462 4.210278 0.00 0.02 0.00
H -0.729182 -2.715575 2.361270 -0.12 0.03 0.03
H 0.611193 -3.577626 3.079457 -0.03 -0.02 -0.02
H 0.391407 -3.660415 1.339228 0.02 -0.01 0.00
H 3.367491 -1.359407 1.939031 0.01 0.01 0.01
H 2.891439 -2.925541 1.272579 0.02 -0.01 -0.03
H 2.922019 -2.681049 3.013717 0.02 0.00 -0.02
H 0.386978 -3.584657 -1.052273 -0.14 0.10 -0.02
H 2.041151 -3.620845 -0.487038 0.00 0.00 -0.01
H 1.702751 -3.493809 -2.205149 0.00 -0.01 0.01
H -0.288405 -1.312269 -2.511531 -0.19 -0.10 0.09
H 1.267161 -1.333296 -3.297600 0.02 -0.01 0.01
H 0.776624 0.078997 -2.367955 0.01 -0.04 0.00
H 3.566915 -1.575262 -0.509869 0.06 -0.03 0.08
H 3.086956 -0.181832 -1.479349 0.01 -0.06 -0.03
H 3.323796 -1.749141 -2.242669 -0.01 -0.02 0.01
```
Positions in Å, forces in eV/Å.

Calculated values
Charge: +1
Kohn-Sham gap (Eh): 0.2603
Relative energy (zero: lowest compared OMol25 entry of this formula, charge and spin) (kJ/mol): 48.8
LUMO (eV): -4.5893

---

No. 4
The following is a quantum chemistry calculation of the molecule C20H30N2O3, from the Open Molecules 2025 dataset.

```
55
Properties=species:S:1:pos:R:3:forces:R:3
C -9.137331 -0.255784 -0.514734 -0.01 0.06 0.03
C -7.680828 -0.045286 -0.230189 0.01 -0.02 -0.02
C -6.979797 0.973081 -0.864532 -0.03 -0.06 0.00
C -5.640453 1.184959 -0.596916 0.00 -0.02 0.03
C -4.964513 0.386675 0.316465 0.05 0.10 0.09
C -3.500386 0.585214 0.579512 0.07 -0.21 -0.21
C -2.676553 -0.360214 -0.310085 -0.15 -0.06 0.21
N -1.264105 -0.257234 -0.062292 -0.03 0.13 -0.31
C -0.495320 0.888780 -0.485004 0.07 0.42 0.01
C 0.963118 0.476579 -0.252429 -0.13 0.26 0.12
C 1.819737 1.642270 0.245627 -0.16 -0.52 -0.18
O 1.377248 2.751786 0.463910 -0.17 0.37 0.05
N 3.100410 1.291773 0.450175 0.36 -0.18 0.00
C 4.133343 2.229955 0.820866 0.11 0.27 -0.04
C 5.329804 2.119018 -0.124192 -0.07 -0.42 0.25
C 6.044616 0.773789 0.001686 0.27 0.36 -0.03
O 5.197479 -0.249451 -0.478529 -0.16 -0.05 -0.06
C 5.786239 -1.535500 -0.605631 0.00 -0.47 -0.02
C 6.040189 -2.196713 0.750248 0.03 0.35 -0.30
C 4.821357 -2.367602 -1.445139 0.31 0.36 0.12
C 0.862401 -0.652261 0.781177 -0.05 -0.08 -0.02
C -0.572023 -1.155495 0.664355 0.40 -0.11 -0.03
O -1.015715 -2.177904 1.138953 -0.12 -0.31 0.25
C -5.662568 -0.633468 0.948627 0.05 0.07 -0.02
C -7.002478 -0.844651 0.680012 -0.04 0.01 -0.05
H -9.729821 0.520781 -0.030098 -0.11 0.00 0.00
H -9.471166 -1.221327 -0.142962 -0.07 -0.05 0.00
H -9.332030 -0.203782 -1.584428 -0.07 -0.02 -0.05
H -7.490947 1.606246 -1.576232 -0.05 0.06 -0.08
H -5.113922 1.983860 -1.100302 0.07 0.09 -0.04
H -3.217186 1.618425 0.370355 0.01 0.03 0.08
H -3.270357 0.364131 1.623465 0.05 0.05 0.01
H -2.874583 -0.141342 -1.365111 -0.01 -0.06 0.05
H -2.959997 -1.395128 -0.101313 0.00 0.10 -0.09
H -0.703860 1.121721 -1.532976 0.02 0.02 0.05
H -0.724388 1.776004 0.119149 0.03 -0.08 -0.17
H 1.404538 0.095885 -1.177927 -0.04 0.00 0.04
H 3.439364 0.382138 0.166573 -0.22 0.03 -0.04
H 3.694631 3.230032 0.778155 0.07 -0.13 0.08
H 4.457584 2.034422 1.850649 0.00 0.12 -0.04
H 4.988910 2.242573 -1.152895 0.04 0.07 -0.06
H 6.042884 2.911267 0.104992 0.04 0.02 -0.01
H 6.974312 0.787569 -0.587931 -0.08 -0.04 0.08
H 6.310171 0.596077 1.053710 0.02 0.01 -0.08
H 6.744731 -1.431845 -1.142092 -0.15 0.03 0.05
H 6.790179 -1.653487 1.319906 0.06 0.00 0.10
H 5.117683 -2.229051 1.325700 -0.11 -0.03 0.06
H 6.395272 -3.211974 0.598939 0.06 -0.12 0.02
H 4.606563 -1.855702 -2.379301 -0.03 0.01 -0.11
H 3.888871 -2.512027 -0.905431 -0.13 -0.05 0.08
H 5.256046 -3.338227 -1.663892 0.01 -0.13 -0.02
H 1.569102 -1.464013 0.618445 -0.04 -0.03 0.06
H 1.002933 -0.276323 1.797281 0.02 -0.03 0.02
H -5.150679 -1.266605 1.658987 0.07 -0.08 0.10
H -7.528691 -1.642612 1.184662 -0.06 -0.08 0.04
```
Positions in Å, forces in eV/Å.

Calculated values
SMILES: Cc1ccc(CCN2C[C@@H](C(=O)NCCCOC(C)C)CC2=O)cc1
Kohn-Sham gap (Eh): 0.3427
Relative energy (zero: lowest compared OMol25 entry of this formula, charge and spin) (kJ/mol): 14.7
LUMO (eV): 0.7225

---

What is the relative energy (zero: lowest compared OMol25 entry of this formula, charge and spin) in the first record?
135.8 kJ/mol

---

Number 1 is which compound?
C20H30F6NaO15P

---

Which value of relative energy (zero: lowest compared OMol25 entry of this formula, charge and spin) does entry 3 give?
48.8 kJ/mol